20
Properties=species:S:1:pos:R:3:forces:R:3:nbo_charge:R:1 method="wB97M-V/def2-TZVPD" homo_energy_ev=-8.13 e_tot_ev=-8931.7209 homo_lumo_gap_ev=8.941 smiles=C[C@H]1CCCN1.O lumo_energy_ev=0.808
C 1.5281 -1.6340 -0.0243 2.3 -1.0 -0.2 -0.614
C 1.3316 -0.3491 0.6517 2.0 2.9 -0.5 -0.038
C 1.6861 0.8967 -0.3068 0.2 0.6 2.7 -0.387
C 0.4172 1.3191 -0.9435 -1.5 -0.5 4.5 -0.418
C -0.6061 1.0829 0.2588 1.8 1.4 1.5 -0.182
N -0.0040 -0.0826 1.0090 -3.6 1.6 0.7 -0.683
H 2.4709 -1.6639 -0.6774 -0.5 -0.4 1.9 0.204
H 1.3410 -2.4069 0.7319 0.7 -0.4 -0.6 0.213
H 0.8753 -1.7702 -0.7976 -2.6 -0.3 -1.8 0.201
H 2.0922 -0.2819 1.4498 -0.5 0.0 0.2 0.174
H 2.4702 0.6645 -0.9557 1.1 -0.6 -1.3 0.203
H 2.0773 1.7373 0.3101 -0.2 -0.6 0.0 0.196
H 0.2150 0.6464 -1.6508 -1.2 -2.4 -3.3 0.191
H 0.2530 2.2955 -1.2314 0.3 2.1 -1.0 0.212
H -0.6569 2.1333 0.8777 0.3 -2.4 -1.0 0.144
H -1.6345 0.8864 0.0177 -0.4 -0.2 -0.5 0.186
H -0.5281 -0.2976 1.8974 1.7 0.1 -1.4 0.398
O -4.3208 -1.0882 0.1854 -1.8 -0.3 -1.2 -0.938
H -5.2284 -1.2585 -0.2279 1.9 0.4 0.9 0.470
H -3.7790 -0.8291 -0.5741 -0.1 -0.1 0.2 0.468

---

11
Properties=species:S:1:pos:R:3:forces:R:3:lowdin_charge:R:1 method="wB97M-V/def2-TZVPD" homo_energy_ev="-25.57 / -27.03" e_tot_ev=-13967.6373 homo_lumo_gap_ev="6.093 / 8.634" charge=+3 lumo_energy_ev="-19.475 / -18.399"
C 0.7435 -2.5133 0.2578 -0.2 -1.7 0.2 0.266
C 0.7682 -1.7956 1.4335 0.4 3.3 0.8 0.184
O 1.5831 -0.7516 1.6814 -1.5 -0.5 0.5 0.271
C 2.1506 0.0363 0.7564 1.7 -2.9 1.8 -0.540
O 2.0648 -0.2701 -0.4970 -3.8 -4.5 -0.6 0.020
O 3.0273 0.8340 1.0939 -1.8 -0.6 3.5 0.129
H 1.4474 -1.4150 -0.6295 0.9 2.2 0.0 0.302
H -0.0075 -1.8780 2.1981 0.1 -0.5 0.8 0.231
H 1.6246 -3.1519 0.1196 0.5 -0.2 -0.6 0.200
Tl 3.3119 1.4372 -0.7906 3.7 5.1 -5.4 1.749
H -0.2055 -3.0415 0.1071 -0.2 0.2 -0.9 0.188

---

141
Properties=species:S:1:pos:R:3:forces:R:3:lowdin_charge:R:1 method="wB97M-V/def2-TZVPD" homo_energy_ev=-9.79 e_tot_ev=-151706.1404 homo_lumo_gap_ev=9.849 smiles="O=S1(=O)CCCC1.O=S1(=O)CCCC1.O=S1(=O)CCCC1.O=S1(=O)CCCC1.O=S1(=O)CCCC1.O=S1(=O)CCCC1.O=S1(=O)CCCC1.CCCC#N.CCCC#N.CCCC#N" lumo_energy_ev=0.063
O 12.5443 20.9319 15.8098 -0.8 0.3 -1.6 -0.345
S 13.4037 21.2296 16.9129 1.5 -1.3 0.7 0.678
O 14.0700 22.4926 17.0784 -0.5 0.4 0.0 -0.324
C 12.4517 20.6638 18.3505 0.9 -1.2 -0.6 -0.195
C 12.8136 19.1469 18.3433 2.5 1.8 0.7 -0.207
C 14.3916 19.1525 18.1533 -1.3 -0.3 0.0 -0.221
C 14.7289 19.9153 16.9015 0.2 0.8 1.1 -0.226
H 11.3789 20.8370 18.2501 0.3 0.3 -0.1 0.102
H 12.9284 21.1089 19.2116 -0.3 0.3 0.4 0.100
H 12.6666 18.7748 19.3341 -0.6 -0.5 0.3 0.087
H 12.3163 18.6000 17.5712 -0.4 -0.4 -0.3 0.088
H 14.7231 18.1245 18.1152 0.4 -0.3 0.0 0.102
H 14.8844 19.6739 18.9648 -0.1 -0.2 0.6 0.111
H 14.6163 19.2636 16.0643 -0.2 0.1 -0.9 0.057
H 15.7674 20.3271 16.9508 -1.2 0.0 -0.3 0.107
O 12.8307 13.3691 18.2476 -0.1 0.5 -0.6 -0.337
S 12.4365 12.0780 18.7379 0.1 -1.1 -2.1 0.639
O 11.8244 12.0217 20.0201 -0.9 -0.2 1.1 -0.318
C 11.4216 11.0550 17.5048 0.6 -0.8 2.1 -0.181
C 11.9538 9.5929 17.7526 0.4 1.7 0.9 -0.180
C 13.5008 9.7905 17.8023 -0.5 -0.2 1.6 -0.215
C 13.8475 10.9605 18.7337 0.3 0.8 0.7 -0.232
H 11.6271 11.3270 16.5018 0.5 0.6 -0.9 0.031
H 10.3738 11.1962 17.7243 -0.2 0.1 0.2 0.089
H 11.5650 9.1542 18.6993 0.2 0.4 -0.7 0.123
H 11.6700 8.9898 16.9188 -0.2 -0.6 -0.5 0.096
H 13.8260 10.1605 16.8588 0.4 -0.5 -1.1 0.067
H 14.0224 8.8893 18.1669 -0.1 0.3 -0.6 0.121
H 14.7234 11.5510 18.3473 -0.8 -0.6 0.6 0.117
H 13.9217 10.7650 19.8316 0.3 -0.3 -1.0 0.112
O 9.3011 18.4696 21.4942 0.4 0.0 0.3 -0.322
S 9.5838 17.8903 20.2099 -1.2 1.2 -2.3 0.697
O 10.2585 18.6909 19.1778 -0.7 -0.7 1.2 -0.341
C 10.3729 16.3103 20.2641 0.2 0.5 0.5 -0.233
C 9.8824 15.6839 18.9926 -0.3 -1.0 -0.4 -0.232
C 8.3418 15.8090 19.0249 0.3 -0.3 1.0 -0.198
C 8.0042 17.2519 19.5002 0.1 -0.7 0.6 -0.182
H 9.9442 15.8137 21.1225 0.1 -0.3 0.4 0.110
H 11.4306 16.5248 20.4225 0.0 -0.3 -0.3 0.114
H 10.2282 16.2301 18.1185 0.4 -0.1 -0.1 0.091
H 10.1468 14.6109 18.9293 0.2 0.6 -0.1 0.114
H 7.9445 15.0217 19.7382 0.2 1.0 -0.8 0.131
H 8.0037 15.5942 18.0282 -0.6 0.0 -0.3 0.089
H 7.3787 17.2186 20.3908 -0.2 0.0 -0.1 0.086
H 7.5193 17.8951 18.7517 0.7 -0.1 0.2 0.103
O 16.5020 20.1798 14.6782 0.0 -0.9 0.9 -0.316
S 16.5010 20.3787 13.2679 1.3 1.5 -1.5 0.669
O 17.7874 20.6083 12.6030 -1.1 -0.1 0.6 -0.337
C 15.6415 19.2124 12.2685 -1.2 -1.7 1.1 -0.247
C 14.2340 19.7393 12.1215 0.6 1.5 0.1 -0.226
C 14.4462 21.2228 11.7936 -0.6 -0.2 -0.1 -0.193
C 15.3304 21.7198 12.9388 2.1 -0.1 -2.9 -0.190
H 15.4559 18.2336 12.7551 1.3 0.2 -0.3 0.096
H 16.1604 19.2122 11.3160 0.1 -0.4 0.0 0.110
H 13.7658 19.1423 11.3899 -0.9 -0.4 -1.1 0.093
H 13.6569 19.6717 13.0273 -0.1 -0.3 0.6 0.109
H 13.5169 21.8073 11.7504 0.2 -0.2 -0.1 0.121
H 14.9390 21.2572 10.8145 0.0 0.4 0.2 0.120
H 14.7810 21.8713 13.8022 -0.9 0.7 1.8 0.070
H 16.0033 22.5309 12.5939 -0.7 0.0 0.7 0.121
O 11.8142 16.5612 12.0715 -0.4 1.1 0.6 -0.314
S 12.1884 15.4598 11.2526 0.3 -2.1 -2.2 0.660
O 11.7521 14.1160 11.5600 -0.2 0.2 0.5 -0.329
C 11.7458 15.7294 9.4444 -1.2 0.3 2.1 -0.206
C 12.9882 15.4097 8.7329 1.8 1.3 -0.5 -0.251
C 14.1346 16.0253 9.5688 1.2 -0.2 -0.1 -0.202
C 13.9697 15.3910 10.9969 -0.6 1.8 -1.2 -0.200
H 11.5638 16.8202 9.4664 -0.4 -0.5 -0.6 0.108
H 10.8727 15.0700 9.2085 0.6 0.9 0.3 0.126
H 13.2410 14.3786 8.7598 -0.4 -1.2 -0.5 0.108
H 12.9667 15.8230 7.7138 0.1 -0.4 0.2 0.129
H 14.1904 17.1241 9.4529 -0.5 -0.3 0.8 0.112
H 15.1447 15.7240 9.2214 -0.6 -0.1 -0.1 0.119
H 14.5011 15.9104 11.7827 0.1 0.0 0.2 0.069
H 14.2194 14.3523 10.9354 0.2 -0.6 0.2 0.098
O 19.2527 11.3624 13.9595 0.0 -1.1 0.7 -0.364
S 18.4289 10.4157 14.7151 0.2 0.3 -1.1 0.699
O 18.6127 10.2903 16.1471 -0.3 0.1 -0.5 -0.342
C 16.7606 10.8250 14.1610 0.0 1.1 1.0 -0.257
C 16.0755 9.5295 13.9635 -0.7 -1.3 -0.7 -0.256
C 17.0519 8.6023 13.2109 -0.7 -0.9 0.9 -0.226
C 18.3636 8.6608 13.9776 0.4 0.4 2.3 -0.196
H 16.9576 11.4865 13.3018 -0.3 -0.7 0.0 0.114
H 16.1976 11.4080 14.8878 0.4 0.2 0.3 0.083
H 15.7362 9.0538 14.8907 0.6 0.2 0.3 0.119
H 15.1287 9.6259 13.4511 -0.1 0.3 -0.6 0.110
H 17.1342 8.9465 12.1919 0.3 0.0 -0.4 0.110
H 16.6532 7.5591 13.2207 0.4 0.7 -0.2 0.126
H 19.2816 8.5283 13.3996 -0.2 -0.2 0.2 0.093
H 18.3483 8.0347 14.9771 0.1 1.0 -2.2 0.137
O 10.1880 17.0207 15.7167 0.6 -0.2 -0.1 -0.332
S 9.1186 17.7924 15.1305 0.9 -0.8 -1.9 0.650
O 7.9094 17.8050 15.8741 -1.5 0.7 0.7 -0.314
C 9.7682 19.3883 14.6207 0.6 -0.6 -0.4 -0.197
C 10.1566 19.1524 13.1302 0.7 1.0 -0.1 -0.216
C 9.0364 18.3778 12.4512 -0.6 -0.8 1.6 -0.205
C 8.8004 17.1865 13.4100 -0.5 -0.3 0.4 -0.210
H 10.6488 19.5434 15.2323 0.1 0.2 0.1 0.069
H 9.0490 20.1464 14.8421 -0.6 0.5 -0.2 0.100
H 10.3436 20.0971 12.5529 0.0 -0.6 0.9 0.129
H 11.1025 18.5627 13.1721 -0.7 0.4 -0.4 0.086
H 9.2281 18.0165 11.4495 0.3 0.1 -0.2 0.105
H 8.1227 18.9774 12.4392 0.1 0.1 -0.2 0.117
H 9.5539 16.4057 13.2454 -0.2 0.1 0.0 0.076
H 7.7753 16.7460 13.4220 0.9 0.4 -0.1 0.075
C 9.5772 12.0571 12.8122 0.0 -0.6 0.9 -0.103
C 9.6728 12.9409 14.0895 2.3 1.2 -1.1 -0.263
C 8.3712 13.3654 14.7131 -0.9 1.6 -0.9 -0.183
C 7.4223 14.0660 13.7733 -1.1 0.7 -1.8 -0.194
N 6.7019 14.6079 13.0194 1.9 -1.5 2.0 0.139
H 10.5637 11.6416 12.4970 -0.6 0.8 0.2 0.075
H 9.1214 12.6530 12.0107 0.2 -0.4 0.1 0.068
H 8.9637 11.1508 13.0243 0.1 0.6 -0.2 0.077
H 10.2561 13.8888 13.7778 -0.8 -1.3 0.5 0.110
H 10.3068 12.4914 14.8877 -0.5 0.1 -0.6 0.093
H 8.5132 14.1188 15.4971 0.2 -0.4 0.2 0.112
H 7.8378 12.5307 15.0954 -0.5 -0.8 0.6 0.102
C 18.3346 17.1459 16.5093 0.1 2.2 0.7 -0.110
C 19.2041 16.2109 15.7760 -0.5 -1.2 0.2 -0.276
C 19.0867 16.3792 14.2933 0.4 0.9 -0.7 -0.179
C 17.8277 15.9252 13.7608 -2.6 -0.6 -0.9 -0.195
N 16.7989 15.5774 13.3374 1.7 0.6 0.7 0.168
H 17.3045 17.1806 16.1723 -0.3 -0.3 -0.1 0.069
H 18.7330 18.1387 16.2788 -0.3 0.3 0.4 0.084
H 18.3513 17.0309 17.6011 0.0 -0.1 -0.3 0.088
H 18.8478 15.2484 16.0460 0.0 -1.4 0.0 0.103
H 20.2231 16.2414 16.0971 0.7 0.3 0.1 0.114
H 19.8321 15.8385 13.7394 0.6 -0.3 -0.1 0.122
H 19.1971 17.4426 14.0202 0.0 -0.2 0.0 0.138
C 13.3199 16.8119 15.0235 2.3 -2.3 1.9 -0.066
C 13.0861 15.2599 14.8570 -0.9 1.7 -1.5 -0.211
C 14.2471 14.4008 15.3748 -2.1 -1.2 0.3 -0.154
C 13.8289 13.0085 15.0758 0.1 -0.6 0.1 -0.197
N 13.4026 11.9484 14.8913 0.5 0.8 0.1 0.174
H 12.6059 17.3920 14.5535 -1.7 1.0 -0.8 0.013
H 14.3212 17.1227 14.6522 -0.4 -0.4 0.0 0.068
H 13.3545 16.9930 16.1113 -0.2 0.4 -0.3 0.072
H 12.9003 15.1413 13.7629 0.4 -0.5 0.8 0.066
H 12.1006 14.9394 15.3169 1.3 0.5 -0.2 0.125
H 14.2036 14.4522 16.4532 0.2 0.1 0.5 0.097
H 15.2433 14.5805 15.0514 0.6 0.5 -0.7 0.070

---

13
Properties=species:S:1:pos:R:3:forces:R:3:nbo_charge:R:1 method="wB97M-V/def2-TZVPD" homo_energy_ev=-9.06 e_tot_ev=-12323.5467 homo_lumo_gap_ev=9.623 lumo_energy_ev=0.561
C -0.7893 1.3819 0.9632 -1.9 -3.8 -2.4 -0.077
C 1.8037 2.7102 0.7738 0.9 -0.4 -0.1 0.847
C -0.6683 3.6546 1.7602 0.6 3.3 1.2 0.869
C 0.2583 0.8841 0.3115 2.9 3.0 -0.5 0.174
C 0.4351 -0.4055 -0.3627 -2.7 1.1 -4.2 -0.622
N -0.9954 2.5624 1.5149 -0.6 -0.8 0.2 -0.523
N 1.5042 1.7091 0.1832 -2.6 -2.1 -0.2 -0.576
O 2.3311 3.6027 1.2714 0.3 1.5 0.7 -0.478
O -0.4575 4.7535 2.1055 0.0 -0.3 -0.3 -0.501
H -1.7119 0.7560 0.7748 0.9 0.7 0.8 0.209
H 0.9235 -0.3583 -1.4725 -1.3 0.2 2.8 0.236
H -0.5711 -0.8944 -0.4066 1.0 0.1 -0.1 0.221
H 1.0531 -0.9183 0.2304 2.5 -2.6 2.0 0.221

---

15
Properties=species:S:1:pos:R:3:forces:R:3:nbo_charge:R:1 method="wB97M-V/def2-TZVPD" homo_energy_ev=-9.78 e_tot_ev=-9406.7958 homo_lumo_gap_ev=10.699 smiles="CC1(OC=O)CC1" lumo_energy_ev=0.922
C -0.4712 1.7526 -0.2701 -0.6 0.3 -0.3 -0.611
C -0.1797 0.3255 -0.0037 -0.3 0.3 -0.1 0.220
O 1.1837 0.2944 0.3756 0.3 0.8 1.8 -0.495
C 1.8878 -0.7777 0.1402 1.1 1.1 -3.1 0.621
O 1.7716 -1.2628 -0.9705 1.5 -1.7 1.0 -0.578
C -0.8391 -0.8844 -0.5968 3.3 -3.1 -1.7 -0.456
C -0.9491 -0.6197 0.8356 1.3 -1.2 2.5 -0.431
H 0.0122 2.0641 -1.2011 -0.1 0.0 0.1 0.220
H -0.1062 2.3921 0.5437 -0.1 -0.2 -0.1 0.221
H -1.5468 1.8725 -0.3737 -0.1 0.2 -0.1 0.214
H 2.7252 -0.9032 0.8361 -0.3 -0.5 0.2 0.144
H -1.6422 -0.8652 -1.3374 0.2 0.3 0.4 0.236
H 0.1037 -1.7783 -0.8049 -3.8 2.7 0.1 0.275
H -1.8389 -0.4089 1.4136 -0.1 0.1 -0.2 0.225
H -0.1109 -1.2012 1.4132 -2.3 0.8 -0.5 0.195

---

82
Properties=species:S:1:pos:R:3:forces:R:3:lowdin_charge:R:1 method="wB97M-V/def2-TZVPD" homo_energy_ev=-1.60 e_tot_ev=-137692.0077 homo_lumo_gap_ev=5.675 charge=-2 lumo_energy_ev=4.070
Mg 0.0103 -0.1187 -0.0509 -0.1 -0.2 -0.2 0.507
Cl 4.3757 0.7761 4.9740 -0.1 0.0 -0.1 0.575
C 3.2249 1.0833 3.6993 0.1 -0.1 0.0 -0.727
C 2.6161 2.3130 3.5875 0.0 0.1 0.0 -0.725
Cl 2.9942 3.5898 4.7143 0.0 -0.1 -0.1 0.577
C 1.6820 2.5378 2.5548 0.0 0.0 0.1 -0.611
Cl 0.8967 4.0814 2.3867 0.0 0.0 0.0 0.641
C 1.3352 1.5418 1.6460 -0.1 -0.1 -0.2 -0.384
O 0.4407 1.6785 0.7077 0.2 0.1 0.4 -0.153
C 2.0228 0.2579 1.7254 -0.1 0.1 -0.3 -0.400
O 1.7366 -0.6296 0.8135 0.2 0.5 0.5 -0.192
C 2.9261 0.0703 2.7653 0.1 -0.1 0.0 -0.612
Cl 3.6949 -1.4968 2.8719 0.0 0.1 0.0 0.612
S -1.9094 0.1492 -2.2537 0.3 0.3 0.0 0.628
C -1.0469 1.5643 -2.7388 0.4 -0.1 0.1 -0.800
N -1.5064 2.5884 -3.3809 -0.2 0.0 -0.1 0.022
N -2.8303 2.5349 -3.6404 0.0 0.4 -0.3 -0.031
C -3.4252 3.5095 -4.4044 0.1 -0.3 0.2 -0.248
C -4.8103 3.4656 -4.6144 -0.1 0.1 -0.1 -0.045
C -5.4318 4.4286 -5.3908 0.0 -0.1 0.0 -0.126
C -4.7019 5.4599 -5.9735 0.0 0.0 0.0 -0.144
C -3.3291 5.5018 -5.7591 0.0 -0.1 0.0 -0.119
C -2.6862 4.5450 -4.9883 0.0 0.1 -0.1 -0.038
N 0.3629 1.7755 -2.5371 -0.5 0.0 -0.3 0.055
N 0.9566 0.9546 -1.8334 0.7 0.1 -0.1 0.003
C 2.3823 1.2385 -1.7622 -0.4 -0.2 0.0 -0.223
C 2.8951 2.5124 -1.9606 0.0 0.1 0.1 -0.022
C 4.2660 2.7099 -1.9223 0.0 -0.1 0.0 -0.094
C 5.1263 1.6394 -1.6897 -0.1 0.1 0.0 -0.108
C 4.6022 0.3746 -1.4716 0.0 0.0 0.0 -0.079
C 3.2279 0.1739 -1.4968 0.1 -0.1 0.0 -0.027
H -3.3373 1.7226 -3.2993 0.0 0.0 0.1 0.048
H -5.3864 2.6681 -4.1584 0.0 0.0 0.0 0.105
H -6.5045 4.3750 -5.5381 0.0 0.0 0.0 0.089
H -5.1927 6.2132 -6.5762 0.0 0.0 0.0 0.080
H -2.7407 6.2959 -6.2047 0.0 0.0 0.0 0.090
H -1.6193 4.5746 -4.8202 0.0 0.0 0.0 0.093
H 2.2075 3.3327 -2.1181 0.0 0.0 0.0 0.109
H 4.6656 3.7076 -2.0583 0.0 0.0 0.0 0.092
H 6.1980 1.7979 -1.6567 0.0 0.0 0.0 0.089
H 5.2584 -0.4591 -1.2536 0.0 0.0 0.0 0.099
H 2.8065 -0.7928 -1.2623 0.0 0.0 0.0 0.100
N -1.9912 -3.9127 1.6218 0.2 -0.3 0.2 0.101
C -2.6506 -3.5154 2.8104 0.1 -0.1 -0.1 -0.259
C -3.9605 -3.9103 3.0267 -0.1 -0.1 0.1 -0.052
C -4.6272 -3.5591 4.1939 0.1 -0.2 0.1 -0.119
C -3.9880 -2.7841 5.1473 0.1 -0.1 0.0 -0.111
C -2.6840 -2.3618 4.9177 -0.1 0.0 0.1 -0.103
C -2.0065 -2.7363 3.7681 -0.1 0.0 0.0 -0.453
S -0.3581 -2.1831 3.4893 0.1 -0.1 0.0 1.019
N -0.1694 -2.4040 1.8432 0.1 0.0 0.0 -0.205
C -0.9270 -3.1283 1.1467 -0.3 -0.2 -0.1 -0.370
C -0.6351 -3.2458 -0.3221 0.0 0.1 0.4 -0.172
C -0.9708 -4.4012 -1.0140 0.1 -0.2 -0.1 -0.014
C -0.6474 -4.5078 -2.3567 0.0 0.0 0.1 -0.067
C -0.0017 -3.4514 -2.9649 0.0 0.1 0.0 -0.057
C 0.2739 -2.3279 -2.2026 0.1 0.1 0.1 -0.145
N -0.0247 -2.2119 -0.9074 -0.2 -0.3 -0.4 0.105
H -2.6706 -4.0786 0.8929 0.0 0.1 0.0 0.112
H -4.4669 -4.4917 2.2630 0.0 0.0 0.0 0.116
H -5.6492 -3.8832 4.3448 0.0 0.0 0.0 0.096
H -4.5017 -2.4878 6.0525 0.0 0.0 0.0 0.096
H -2.1826 -1.7239 5.6371 0.0 0.0 0.0 0.106
H -1.4373 -5.2318 -0.5053 -0.1 0.0 0.1 0.106
H -0.8926 -5.4073 -2.9089 0.0 0.0 0.0 0.101
H 0.2611 -3.4666 -4.0135 0.0 0.0 0.0 0.102
H 0.7468 -1.4669 -2.6544 0.0 0.1 0.0 0.091
O -2.3826 1.9488 2.2551 -0.2 0.1 0.2 0.074
C -3.4440 1.2154 2.6139 0.3 0.2 0.0 -0.255
C -4.3319 1.7905 3.5328 0.0 0.0 0.0 -0.024
C -5.4367 1.0898 3.9783 0.0 -0.1 0.0 -0.111
C -5.6890 -0.2031 3.5187 0.1 0.1 -0.1 -0.116
C -4.8185 -0.7607 2.5961 -0.1 0.2 -0.1 -0.044
C -3.7029 -0.0726 2.1268 -0.2 -0.2 0.1 -0.047
C -2.8102 -0.7398 1.1213 -0.1 -0.1 -0.3 -0.563
O -3.1760 -1.8012 0.5945 0.0 0.3 -0.1 0.015
O -1.7100 -0.1395 0.8925 -0.1 -0.1 0.3 -0.124
H -1.7892 1.4094 1.6821 -0.1 -0.1 -0.1 0.078
H -4.1121 2.7901 3.8877 0.0 0.0 0.0 0.109
H -6.1031 1.5507 4.6999 0.0 0.0 0.0 0.088
H -6.5500 -0.7586 3.8705 0.0 0.0 0.0 0.086
H -4.9748 -1.7594 2.2073 0.0 0.2 0.0 0.098